An isolated ion of composition C14H23BrClN3O4PS2 and charge +1, computed with ωB97M-V/def2-TZVPD.

XYZ file:
```
49
Properties=species:S:1:pos:R:3:mulliken_charge:R:1
C 2.073 -4.424 -1.209 -1.5795
C 1.059 -3.223 -0.978 0.1714
C 1.096 -2.602 0.479 -0.6715
Br 2.920 -2.958 1.221 0.0061
C 0.845 -1.052 0.505 -0.0471
N 0.857 -0.340 1.598 0.2882
C 1.058 -0.856 2.973 -1.1516
C 0.645 1.086 1.300 -0.6136
P -0.260 2.212 2.539 0.4114
O 0.131 3.746 1.944 -0.4442
Cl 0.660 2.130 4.427 -0.2628
C 0.149 1.321 -0.185 0.5292
S -1.664 1.675 0.035 -0.0245
C 0.675 2.579 -0.953 -1.3312
O 2.026 2.909 -0.628 -0.3149
C 2.521 3.975 -1.464 -0.7039
C 0.555 -0.133 -0.736 1.4328
O 1.689 0.168 -1.577 -0.5563
C -0.556 -0.561 -1.777 -1.6516
C -1.728 -1.440 -1.185 -0.7954
S -3.359 -0.899 -1.906 -0.1725
C -4.276 -0.357 -0.463 0.4265
N -3.996 -0.700 0.790 0.0009
N -4.867 -0.079 1.631 -0.5901
C -5.664 0.626 0.820 0.0536
O -5.349 0.496 -0.504 -0.2827
H 1.703 -4.937 -2.141 0.4357
H 2.041 -5.193 -0.407 0.4220
H 3.102 -4.074 -1.460 0.3979
H 1.354 -2.453 -1.736 -0.0189
H 0.051 -3.656 -1.204 0.0469
H 0.341 -3.112 1.134 0.6997
H 1.126 -1.963 3.009 0.4560
H 0.174 -0.571 3.604 0.3920
H 1.969 -0.386 3.409 0.3709
H 1.700 1.503 1.325 0.5377
H 1.096 3.889 2.051 0.3176
H -1.849 3.025 0.164 0.3104
H 0.057 3.476 -0.679 0.4664
H 0.569 2.435 -2.066 0.5043
H 1.702 4.355 -2.130 0.3529
H 2.884 4.784 -0.778 0.2554
H 3.400 3.631 -2.071 0.2368
H 2.301 -0.588 -1.582 0.4809
H -0.044 -1.181 -2.562 0.3341
H -0.985 0.310 -2.332 0.5388
H -1.659 -2.523 -1.418 0.3693
H -1.808 -1.326 -0.070 0.5633
H -6.465 1.256 1.244 0.4035
```

Computed properties:
SMILES: CC[C@@H](Br)C1=[N+](C)[C@H](P(O)Cl)[C@@](S)(COC)[C@]1(O)CCSc1nnco1
Total charge: +1
E_HOMO: -11.37 eV
LUMO energy: -0.16953 Eh
Multiplicity: 1
Calculated total energy: -5184.07016 a.u.
Orbital gap: 0.248 Ha


A 6-piece molecular cluster, C14H23ClFN5O12S overall, computed with ωB97M-V/def2-TZVPD.

XYZ file:
```
57
Properties=species:S:1:pos:R:3:mulliken_charge:R:1
C -3.059 2.116 -3.297 -0.6715
C -2.718 0.674 -2.700 -0.5907
C -1.170 0.406 -2.417 0.1689
F -0.804 -0.868 -3.020 -0.3804
C -0.177 1.487 -3.017 0.3332
C 0.716 2.228 -2.189 0.2021
S 0.840 2.036 -0.364 -0.1885
C 1.720 3.294 -2.862 0.2004
O 2.838 3.580 -2.411 -0.5359
C 1.146 4.025 -4.168 -0.4687
C 0.257 3.306 -5.003 0.4135
Cl -0.520 4.006 -6.479 -0.1572
C -0.054 1.810 -4.584 0.1501
O -0.238 0.898 -5.410 -0.5129
H -4.167 2.396 -3.232 0.3869
H -2.828 2.065 -4.425 0.2071
H -2.447 2.970 -2.871 0.0280
H -3.294 0.544 -1.712 0.3011
H -3.149 -0.103 -3.411 0.3121
H -1.050 0.252 -1.291 0.2167
H 0.287 3.130 0.290 0.1923
H 1.432 5.103 -4.411 0.4075
C -1.494 7.070 -1.702 -0.8231
N -1.737 5.752 -2.345 0.8886
O -1.857 4.785 -1.611 -0.5198
O -1.797 5.737 -3.561 -0.4716
H -1.464 6.933 -0.623 0.3214
H -0.540 7.444 -2.070 0.2933
H -2.313 7.729 -1.985 0.2954
C 3.414 -0.359 2.190 -0.7580
N 2.669 0.782 2.784 0.9466
O 1.453 0.774 2.681 -0.5139
O 3.330 1.645 3.333 -0.5577
H 2.704 -1.047 1.738 0.2844
H 4.090 0.046 1.438 0.3141
H 3.963 -0.847 2.994 0.2911
C 2.241 -4.359 4.132 -0.5863
N 2.588 -3.526 2.952 0.8656
O 3.768 -3.460 2.637 -0.5320
O 1.660 -2.965 2.383 -0.4708
H 3.153 -4.795 4.536 0.3188
H 1.766 -3.708 4.865 0.2903
H 1.560 -5.137 3.793 0.1273
C -0.461 -6.983 1.937 -0.7066
N 0.872 -7.636 2.010 0.8828
O 1.026 -8.665 1.381 -0.5251
O 1.717 -7.089 2.700 -0.5340
H -1.107 -7.576 1.294 0.3262
H -0.860 -6.938 2.950 0.2736
H -0.315 -5.986 1.525 0.2618
C -1.675 -1.611 3.199 -0.5843
N -1.630 -2.165 4.578 0.9101
O -0.624 -2.770 4.904 -0.4948
O -2.604 -1.972 5.281 -0.5564
H -0.744 -1.858 2.692 0.1683
H -2.524 -2.064 2.691 0.2780
H -1.793 -0.532 3.283 0.2823
```

Computed properties:
SMILES: CC[C@@H](F)C1=C(S)C(=O)C=C(Cl)C1=O.C[N+](=O)[O-].C[N+](=O)[O-].C[N+](=O)[O-].C[N+](=O)[O-].C[N+](=O)[O-]
Total charge: 0
E_HOMO: -9.71 eV
LUMO energy: -0.05341 Eh
Multiplicity: 1
Calculated total energy: -2681.56037 a.u.
Orbital gap: 0.303 Ha


C14H23ClN3O2PdTe as an isolated structure, computed with ωB97M-V/def2-TZVPD.

XYZ file:
```
45
Properties=species:S:1:pos:R:3:mulliken_charge:R:1
Pd 0.663 0.799 0.033 -0.1460
N 2.436 -0.238 1.472 -0.3853
C 2.981 0.754 2.388 -0.4197
C 1.840 1.416 3.160 -1.1266
N 0.856 2.043 2.327 0.5185
C 0.813 3.476 2.209 -1.0122
C 1.592 4.031 1.016 -0.4660
N 1.172 3.372 -0.214 -0.4090
H 1.799 -0.869 1.945 0.2053
H 3.142 -0.778 0.995 0.1527
H 3.508 1.509 1.798 0.2440
H 3.694 0.339 3.118 0.3713
H 2.282 2.148 3.853 0.3141
H 1.355 0.650 3.778 0.4093
H -0.058 1.601 2.301 0.2349
H 1.201 3.959 3.121 0.3473
H -0.236 3.756 2.100 0.3518
H 2.668 3.878 1.164 0.2407
H 1.422 5.118 0.999 0.3545
H 1.245 3.966 -1.028 0.1983
H 0.197 3.073 -0.141 0.1974
C -0.137 -2.601 -1.021 -1.3135
Te -0.998 -0.615 -1.046 0.1544
C -0.720 -0.899 -3.181 -1.2391
C -0.757 -2.383 -3.418 0.5591
C -1.075 -2.935 -4.655 -0.6466
C -1.116 -4.311 -4.833 -0.4884
C -0.838 -5.151 -3.765 -0.4757
C -0.519 -4.610 -2.528 -0.6457
C -0.475 -3.232 -2.340 0.8061
H -0.528 -3.164 -0.175 0.4916
H 0.939 -2.479 -0.899 0.3374
H 0.240 -0.463 -3.456 0.3434
H -1.507 -0.391 -3.738 0.4473
H -1.302 -2.275 -5.484 0.3872
H -1.376 -4.725 -5.800 0.3666
H -0.878 -6.226 -3.892 0.3673
H -0.310 -5.263 -1.688 0.3905
Cl -4.514 -0.142 3.376 -0.2637
C -3.914 1.168 2.293 -0.4864
C -2.394 1.157 2.006 0.5439
O -2.013 2.247 1.519 -0.6815
O -1.739 0.127 2.225 -0.6883
H -4.196 2.109 2.754 0.3030
H -4.447 1.052 1.353 0.2557
```

Computed properties:
Total charge: -1
E_HOMO: -3.12 eV
LUMO energy: 0.10146 Eh
Multiplicity: 1
Calculated total energy: -1718.15276 a.u.
Orbital gap: 0.216 Ha


An isolated ion of composition C14H23ClNOS and charge +1, computed with ωB97M-V/def2-TZVPD.

XYZ file:
```
41
Properties=species:S:1:pos:R:3:mulliken_charge:R:1
C -4.490 -3.251 1.182 -1.1815
C -4.137 -3.036 -0.285 -0.5763
C -3.848 -1.571 -0.630 -0.4831
C -2.576 -1.068 0.045 -0.8101
N -2.290 0.345 -0.300 0.2656
C -1.652 0.565 -1.616 -0.4599
C -1.759 2.065 -1.954 -0.7025
O -1.502 2.851 -0.819 -0.3830
C -0.145 3.163 -0.543 -0.4316
C 0.055 3.120 0.964 -0.8968
S -0.139 1.434 1.643 -0.1879
C 1.215 0.507 0.928 0.6027
C 2.372 1.098 0.444 -0.2416
C 3.380 0.307 -0.080 -0.7843
C 3.240 -1.073 -0.108 0.2137
Cl 4.494 -2.052 -0.766 -0.1831
C 2.093 -1.668 0.405 -0.7575
C 1.084 -0.878 0.918 -0.4159
H -4.808 -4.278 1.334 0.3696
H -3.641 -3.068 1.834 0.3107
H -5.308 -2.599 1.480 0.3024
H -3.275 -3.649 -0.550 0.3210
H -4.976 -3.365 -0.899 0.3497
H -4.696 -0.961 -0.311 0.3779
H -3.754 -1.485 -1.714 0.3707
H -2.688 -1.131 1.128 0.4190
H -1.720 -1.675 -0.255 0.3735
H -3.164 0.883 -0.265 0.4119
H -1.630 0.782 0.430 -0.2124
H -0.611 0.244 -1.543 0.2706
H -2.149 -0.022 -2.388 0.4729
H -1.097 2.312 -2.789 0.4002
H -2.786 2.305 -2.246 0.3868
H 0.076 4.176 -0.903 0.4074
H 0.529 2.460 -1.045 0.4174
H 1.025 3.511 1.259 0.4430
H -0.727 3.698 1.455 0.4573
H 2.515 2.166 0.476 0.3296
H 4.280 0.766 -0.457 0.4303
H 1.997 -2.742 0.405 0.4417
H 0.203 -1.333 1.344 0.5618
```

Computed properties:
SMILES: CCCC[NH2+]CCOCCSc1ccc(Cl)cc1
Total charge: +1
E_HOMO: -11.59 eV
LUMO energy: -0.08485 Eh
Multiplicity: 1
Calculated total energy: -1535.40765 a.u.
Orbital gap: 0.341 Ha